# 1
102
Properties=species:S:1:pos:R:3 method="wB97M-V/def2-TZVPD" total_energy_ev=-108191.53089 largest_force_ev_per_a=0.99 orbital_gap_ev=3.666 molar_mass_g_mol=808.98 homo_ev=-0.43 lumo_energy_ev=3.234 charge=-2 de_lowest_kj_mol=81.31
Ti -1.35 -0.47 -0.33
C -5.99 -0.56 0.33
C -6.39 -1.81 -0.11
C -5.44 -2.71 -0.57
C -4.10 -2.34 -0.58
N -3.73 -1.12 -0.17
C -4.64 -0.26 0.28
C -2.97 -3.22 -0.99
C -3.19 -4.53 -1.41
C -2.12 -5.33 -1.78
C -0.83 -4.80 -1.72
C -0.63 -3.49 -1.31
C -1.68 -2.65 -0.92
H -6.69 0.17 0.71
H -7.44 -2.09 -0.10
H -5.75 -3.69 -0.91
H -4.24 0.70 0.60
H -4.19 -4.95 -1.46
H -2.28 -6.35 -2.10
H 0.02 -5.42 -2.00
H 0.38 -3.08 -1.29
C -2.18 -0.35 -3.52
Si -2.75 1.26 -2.76
C -1.93 2.66 -3.73
C -4.61 1.32 -3.18
N -2.36 1.32 -1.09
C -2.58 2.42 -0.32
C -3.46 3.47 -0.69
C -3.68 4.61 0.07
C -3.05 4.76 1.29
C -2.20 3.74 1.71
C -1.91 2.62 0.94
N -1.00 1.66 1.41
Si 0.46 2.01 2.26
C 0.28 2.08 4.15
C 1.81 0.74 1.97
C 1.10 3.68 1.69
H -2.42 -0.35 -4.59
H -2.68 -1.22 -3.07
H -1.11 -0.49 -3.37
H -2.21 2.65 -4.79
H -0.85 2.55 -3.66
H -2.19 3.64 -3.32
H -4.77 0.90 -4.18
H -5.05 2.32 -3.17
H -5.17 0.71 -2.47
H -3.99 3.38 -1.63
H -4.36 5.37 -0.31
H -3.22 5.63 1.91
H -1.72 3.81 2.68
H -0.23 1.18 4.50
H -0.30 2.94 4.48
H 1.26 2.12 4.64
H 1.59 -0.18 2.51
H 2.76 1.14 2.33
H 1.88 0.47 0.91
H 0.39 4.48 1.91
H 1.28 3.68 0.62
H 2.04 3.91 2.21
O 1.70 1.77 -1.36
O 0.01 -0.32 -1.25
O -1.73 -4.67 4.29
S -1.36 -3.65 3.24
C -2.83 -2.61 3.01
C -2.80 -1.46 4.03
C -1.63 -1.71 4.99
C -0.54 -2.31 4.12
H -3.66 -3.31 3.15
H -2.82 -2.24 1.99
H -3.75 -1.37 4.56
H -2.61 -0.54 3.46
H -1.90 -2.42 5.77
H -1.30 -0.78 5.47
H 0.31 -2.73 4.66
H -0.22 -1.61 3.34
C 2.76 1.34 -1.54
C 3.93 0.84 -1.73
C 5.17 0.44 -1.55
C 5.99 0.02 -2.73
C 5.39 -0.67 -3.77
C 6.13 -1.04 -4.89
C 7.47 -0.69 -4.99
C 8.07 0.01 -3.95
C 7.34 0.36 -2.83
C 5.80 0.39 -0.20
C 6.76 -0.58 0.12
C 7.29 -0.65 1.39
C 6.89 0.25 2.37
C 5.94 1.21 2.06
C 5.40 1.28 0.79
H 4.34 -0.92 -3.70
H 5.65 -1.59 -5.69
H 8.04 -0.97 -5.86
H 9.12 0.29 -4.03
H 7.81 0.90 -2.02
H 7.06 -1.29 -0.64
H 8.02 -1.42 1.63
H 7.31 0.19 3.37
H 5.61 1.91 2.82
H 4.64 2.01 0.56
O -0.74 -0.66 1.47
N -1.70 0.38 1.56

# 2
31
Properties=species:S:1:pos:R:3 method="wB97M-V/def2-TZVPD" total_energy_ev=-85664.12308 largest_force_ev_per_a=1.88 orbital_gap_ev=5.307 molar_mass_g_mol=292.89 homo_ev=-4.79 lumo_energy_ev=0.514 charge=0
C -1.02 -1.35 -2.28
C -1.89 -2.03 -1.29
C -2.88 -1.12 -0.89
C -2.74 0.09 -1.64
C -1.64 -0.03 -2.49
Ga 0.63 -1.18 -0.92
P 2.67 -1.04 -2.04
H -0.48 -1.88 -3.07
H -1.77 -3.07 -0.98
H -3.69 -1.32 -0.18
H -1.31 0.68 -3.26
H -3.42 0.93 -1.58
H 2.65 -0.04 -3.09
H 3.09 -2.24 -2.70
H 3.74 -0.69 -1.14
C -1.40 -0.56 2.69
O 0.00 -0.64 2.29
P 0.62 0.02 0.96
O 2.14 0.46 1.36
C 2.52 1.03 2.63
O -0.22 1.39 0.83
C 0.33 2.47 0.04
H -1.61 -1.50 3.21
H -2.07 -0.44 1.82
H -1.55 0.29 3.37
H 2.17 2.06 2.72
H 2.17 0.42 3.47
H 3.61 1.03 2.60
H -0.23 3.36 0.38
H 1.42 2.62 0.20
H 0.15 2.29 -1.03

# 3
74
Properties=species:S:1:pos:R:3 method="wB97M-V/def2-TZVPD" total_energy_ev=-207549.50759 largest_force_ev_per_a=0.18 orbital_gap_ev=6.620 molar_mass_g_mol=965.55 homo_ev=-4.31 lumo_energy_ev=2.312 charge=-1
Au 1.01 -2.36 -2.05
Se -4.96 -1.34 2.23
P -3.08 -0.44 1.94
C -2.08 -0.59 3.44
C -0.97 -1.42 3.45
C -0.21 -1.58 4.61
C -0.58 -0.92 5.77
C -1.72 -0.13 5.78
C -2.48 0.02 4.63
C -3.29 1.31 1.46
C -3.53 1.54 0.11
C -3.86 2.81 -0.33
C -3.96 3.86 0.57
C -3.72 3.63 1.92
C -3.37 2.36 2.36
C -2.08 -1.11 0.60
C -0.81 -0.87 0.07
N -0.70 -1.73 -0.98
N -1.82 -2.43 -1.09
N -2.66 -2.07 -0.16
P 0.59 0.23 0.35
Se 1.47 0.95 -1.44
C 0.08 1.64 1.40
C -0.29 2.82 0.76
C -0.53 3.97 1.50
C -0.39 3.95 2.88
C -0.03 2.78 3.53
C 0.20 1.62 2.79
C 1.78 -0.70 1.36
C 1.72 -2.09 1.42
C 2.68 -2.80 2.12
C 3.71 -2.12 2.76
C 3.78 -0.74 2.69
C 2.83 -0.03 1.98
H -0.68 -1.94 2.55
H 0.66 -2.22 4.59
H 0.01 -1.04 6.67
H -2.03 0.36 6.70
H -3.40 0.58 4.67
H -3.48 0.72 -0.60
H -4.04 2.98 -1.39
H -4.22 4.85 0.23
H -3.78 4.45 2.63
H -3.17 2.21 3.41
H -0.35 2.84 -0.32
H -0.82 4.88 1.00
H -0.56 4.85 3.46
H 0.08 2.75 4.60
H 0.51 0.72 3.30
H 0.93 -2.63 0.90
H 2.64 -3.88 2.15
H 4.47 -2.68 3.31
H 4.59 -0.21 3.17
H 2.90 1.05 1.90
C -1.04 -0.31 -4.22
C 0.18 -0.63 -5.03
C 0.39 -0.07 -6.32
C 1.52 -0.40 -7.00
C 2.48 -1.27 -6.43
C 3.66 -1.63 -7.11
C 4.54 -2.48 -6.49
C 4.28 -2.97 -5.20
C 3.14 -2.65 -4.49
S 2.93 -3.33 -2.90
C 2.20 -1.77 -5.14
N 1.06 -1.43 -4.49
H -1.75 0.30 -4.79
H -0.75 0.24 -3.32
H -1.53 -1.22 -3.89
H -0.35 0.59 -6.74
H 1.71 0.01 -7.99
H 3.86 -1.23 -8.10
H 5.46 -2.77 -6.99
H 5.00 -3.64 -4.73